1.
This record from the OMol25 dataset describes C6H10O in the gas phase. The level of theory is ωB97M-V/def2-TZVPD.

```
17
Properties=species:S:1:pos:R:3:lowdin_charge:R:1
O 0.3406 -0.8286 -0.7124 -0.189
C -1.6019 -0.4823 0.7401 -0.088
C 0.6914 1.8046 -0.4832 -0.226
C -0.4740 1.4250 -1.2284 0.150
C 1.5115 1.0162 0.2302 -0.099
C -0.8244 -1.4344 -0.1535 -0.252
C 1.3686 -0.4782 0.2012 -0.216
H 2.3081 -0.9361 -0.1451 0.128
H -1.7640 0.4564 0.1925 0.034
H -0.5501 -2.3585 0.3769 0.120
H 2.2703 1.4478 0.8775 0.099
H -1.0570 -0.2459 1.6621 0.078
H -0.2432 0.9368 -2.1825 0.029
H -2.5759 -0.9047 1.0038 0.080
H -1.4188 -1.7146 -1.0293 0.123
H 0.7739 2.8850 -0.3303 0.109
H 1.1700 -0.8856 1.2059 0.122
```

Calculated values
HOMO level	-7.84	eV
LUMO energy	0.00	eV


2.
This record from the OMol25 dataset describes 12 unconnected molecules or ions with the total composition C36H72O36 in a non-equilibrium geometry. The level of theory is ωB97M-V/def2-TZVPD.

```
144
Properties=species:S:1:pos:R:3:lowdin_charge:R:1
O -20.4540 -19.1454 5.1970 0.071
O -24.2091 -25.2854 16.1158 0.108
O -16.3515 -23.5237 4.7233 -0.009
O -19.4371 -17.9716 13.8815 0.045
O -19.3700 -20.2156 14.3193 0.127
O -18.3277 -18.6255 15.5941 0.024
O -17.0755 -25.8519 13.5996 -0.037
O -20.7509 -25.0885 4.7013 0.080
O -16.1275 -17.3954 9.2212 0.149
O -15.8744 -22.6045 6.4827 0.042
O -16.6561 -17.5172 11.4672 -0.034
O -22.3967 -24.2192 15.1229 -0.018
O -17.8753 -25.3470 11.6163 -0.079
O -20.2709 -22.7360 10.6806 0.016
O -15.0104 -19.6896 15.1569 -0.024
O -21.3666 -17.7182 9.2403 0.013
O -18.5596 -27.3817 12.5612 0.116
O -20.1344 -20.0451 3.0962 0.020
O -22.1249 -25.1114 17.0702 -0.035
O -18.3500 -21.6305 10.0742 0.097
O -18.8709 -23.5065 16.9682 0.124
O -15.7038 -21.3644 13.9282 0.008
O -23.5997 -20.6559 11.6914 -0.018
O -19.6638 -25.5118 2.7427 -0.031
O -15.1029 -21.8065 16.0367 0.127
O -21.9934 -20.5172 4.1364 0.002
O -21.2036 -15.5442 9.6879 0.108
O -23.3882 -21.3598 9.6195 -0.048
O -23.1062 -16.7491 9.8934 0.002
O -16.2328 -15.6589 10.5503 0.018
O -20.1557 -22.0486 8.6851 -0.010
O -20.0528 -21.8123 17.9789 0.379
O -17.1793 -21.4129 5.0910 0.109
O -19.3313 -23.6971 19.0351 0.091
O -24.8334 -22.4719 11.0365 0.125
O -18.7104 -26.0520 4.6155 0.009
C -15.8588 -22.7068 13.5536 -0.034
C -19.4622 -22.9204 17.9902 -0.450
C -14.5650 -19.0285 16.2848 -0.073
C -23.7447 -21.9936 8.3520 0.002
C -23.0048 -24.9510 16.0460 -0.530
C -15.8446 -21.6157 7.4823 -0.023
C -19.0335 -19.0699 14.5171 -0.538
C -23.0791 -19.4027 11.3292 -0.059
C -18.4767 -25.5537 10.3558 -0.036
C -16.6648 -23.5938 3.3269 -0.024
C -16.5492 -22.4061 5.4401 -0.647
C -19.8078 -25.5847 4.0730 -0.602
C -16.2373 -16.9341 10.2986 -0.652
C -19.4556 -21.5301 7.5666 -0.020
C -16.1720 -14.7587 9.3470 0.019
C -22.5648 -25.7321 18.2477 -0.070
C -18.9211 -23.0256 15.6592 0.005
C -20.7928 -19.8762 4.2434 -0.520
C -18.0610 -19.4685 16.6868 -0.039
C -19.4966 -22.0473 9.8687 -0.566
C -22.9634 -20.3653 5.1421 -0.072
C -23.0405 -23.7228 13.9540 -0.013
C -19.8759 -22.9218 12.0294 -0.045
C -18.7463 -19.7711 3.0479 -0.054
C -20.2267 -18.1109 12.7568 -0.049
C -24.0270 -21.5891 10.8116 -0.537
C -21.8647 -16.5772 9.6049 -0.668
C -19.9962 -17.7502 8.8237 -0.005
C -15.2443 -21.0424 15.1246 -0.592
C -19.7484 -23.2910 20.3735 0.050
C -16.8603 -18.9064 11.5158 -0.038
C -17.1145 -26.5496 14.8281 -0.060
C -17.9585 -26.2950 12.6451 -0.464
C -23.9251 -15.6276 10.2091 -0.014
C -20.5874 -24.7129 1.8744 0.028
C -18.3782 -25.8561 6.0099 -0.021
H -16.0640 -19.3775 10.9396 0.106
H -16.5894 -13.7997 9.6539 0.089
H -18.9938 -19.8560 17.0965 0.086
H -17.1504 -27.6386 14.7990 0.097
H -20.8323 -23.3959 20.3260 0.110
H -23.6755 -15.1704 11.1666 0.103
H -17.6939 -23.2954 3.1268 0.080
H -16.8264 -15.1035 8.5464 0.091
H -15.5884 -22.8987 12.5152 0.106
H -22.3928 -23.3308 13.1698 0.068
H -18.1180 -26.3777 15.2174 0.089
H -18.5904 -18.9263 2.3769 0.097
H -15.1536 -23.3371 14.0954 0.107
H -21.9777 -25.8241 19.1615 0.086
H -18.4595 -23.7604 14.9996 0.101
H -19.4489 -22.2811 20.6535 0.113
H -21.2968 -24.0962 2.4263 0.086
H -18.1903 -26.5220 9.9454 0.107
H -23.5314 -24.6055 13.5442 0.112
H -16.8992 -23.0301 13.5880 0.065
H -19.5442 -25.5748 10.5751 0.098
H -22.8066 -22.3125 7.8977 0.085
H -18.2705 -24.6296 9.8157 0.096
H -19.9414 -22.0368 12.6624 0.084
H -19.6760 -18.0878 11.8165 0.086
H -15.0665 -18.0608 16.2863 0.100
H -19.0570 -26.3167 6.7276 0.092
H -17.3833 -20.2837 16.4331 0.075
H -23.7031 -22.8777 14.1403 0.108
H -20.3702 -23.7753 12.4934 0.093
H -22.1363 -19.6303 10.8317 0.088
H -16.9537 -19.0905 12.5861 0.090
H -23.7585 -18.9491 10.6076 0.099
H -14.8460 -19.4215 17.2619 0.095
H -18.1803 -22.2276 15.6095 0.087
H -16.0752 -22.9167 2.7090 0.099
H -22.9272 -18.6948 12.1440 0.093
H -17.3934 -26.2774 6.2115 0.098
H -19.8384 -24.0768 1.4026 0.090
H -16.2855 -26.2973 15.4893 0.103
H -18.8052 -23.1226 12.0639 0.073
H -18.2374 -20.6130 2.5785 0.083
H -23.5402 -21.2612 5.3716 0.085
H -22.5270 -19.8858 6.0183 0.087
H -19.3139 -20.4638 7.7424 0.082
H -15.5853 -21.8784 8.5079 0.100
H -19.8877 -22.6473 15.3266 0.113
H -20.7017 -17.1337 12.6700 0.113
H -19.3427 -17.2332 9.5264 0.081
H -15.1772 -14.5298 8.9648 0.093
H -16.5644 -24.6336 3.0157 0.101
H -13.4931 -18.9529 16.1018 0.110
H -16.7119 -20.9803 7.6617 0.082
H -17.8096 -19.0302 10.9946 0.070
H -23.8133 -14.8860 9.4182 0.101
H -18.5768 -22.1631 7.4440 0.085
H -19.6155 -18.7710 8.8580 0.079
H -23.8125 -19.7269 4.8979 0.093
H -19.2939 -23.9888 21.0768 0.116
H -18.2531 -24.8236 6.3363 0.078
H -22.9003 -26.7604 18.1134 0.105
H -17.5529 -18.9825 17.5197 0.110
H -18.1589 -19.5780 3.9456 0.081
H -21.1448 -25.4193 1.2593 0.093
H -24.3398 -21.3903 7.6666 0.086
H -21.0220 -18.8560 12.7336 0.076
H -24.2864 -22.8956 8.6368 0.093
H -23.3837 -25.0980 18.5875 0.100
H -15.0780 -21.0330 6.9716 0.114
H -24.9931 -15.8392 10.1575 0.098
H -19.8323 -17.2206 7.8852 0.114
H -20.0626 -21.4312 6.6666 0.095
```

Calculated values
charge	+1
HOMO level (alpha / beta)	-11.80 / -11.80	eV
2S+1	2
LUMO energy (alpha / beta)	-3.05 / -9.63	eV
<S²>	0.757


3.
This record from the OMol25 dataset describes C15H13F3O3 in the gas phase in a non-equilibrium geometry. The level of theory is ωB97M-V/def2-TZVPD.

```
34
Properties=species:S:1:pos:R:3:lowdin_charge:R:1
F 2.8758 -2.8487 3.1900 0.074
F 4.4417 -3.5026 1.5621 0.064
F 5.1078 -2.3808 3.4250 0.025
O -1.4772 -2.2186 -1.1720 0.059
O 1.0752 0.1057 2.8076 0.053
O -3.3796 -0.0381 -1.6907 -0.121
C 4.0355 -2.4915 2.4654 -0.392
C -2.6395 0.2738 -2.9035 -0.240
C 3.1355 -1.0255 0.3950 -0.128
C 1.5559 -0.8324 0.4940 -0.092
C -1.4463 0.0526 -0.0361 0.029
C -0.8112 -1.2990 -0.6440 -0.278
C -1.1894 1.9668 1.7839 0.000
C 0.7654 -0.0174 1.5987 -0.230
C -2.7654 0.6501 -0.5835 -0.152
C -2.9368 1.7648 -3.4683 -0.089
C -3.3473 1.9260 0.0705 0.020
C 0.7696 -1.4248 -0.5494 0.064
C -0.6106 0.6904 1.1390 -0.025
C 3.9149 -1.0314 1.7933 -0.070
C -2.5480 2.5551 1.2554 -0.036
H -4.0478 2.0197 -3.4707 0.080
H -4.3337 2.3466 -0.3300 0.112
H 3.3045 -2.0534 -0.1084 0.123
H -2.8739 -0.5336 -3.6852 0.134
H -1.4913 0.2331 -2.7585 0.121
H -2.3688 2.5087 -2.7933 0.077
H -2.4759 1.8793 -4.5168 0.083
H 1.3081 -2.0029 -1.3844 0.137
H -3.0242 3.4972 1.7163 0.096
H 3.5442 -0.2789 2.5627 0.126
H -0.6507 2.5013 2.6331 0.103
H 3.5777 -0.2642 -0.3545 0.135
H 5.0060 -0.7276 1.5572 0.137
```

Calculated values
HOMO level	-9.26	eV
LUMO energy	-1.45	eV
SMILES	CCOc1cccc2c1C(=O)C=C(CCC(F)(F)F)C2=O


4.
This record from the OMol25 dataset describes C4H8N2O in the gas phase in a non-equilibrium geometry. The level of theory is ωB97M-V/def2-TZVPD.

```
15
Properties=species:S:1:pos:R:3:lowdin_charge:R:1
O -3.1245 -0.4688 0.0239 -0.061
N 0.2136 -0.3373 0.6840 0.067
N 0.3856 0.7293 -0.2464 0.021
C -0.8071 -0.0534 -0.3094 -0.284
C 2.7135 -0.0925 0.2356 -0.027
C -2.0587 0.4873 0.3591 -0.146
C 1.3232 -0.3622 -0.2451 -0.378
H 2.9105 -0.9116 0.9149 0.087
H 3.3267 0.0000 -0.6868 0.098
H -2.0047 0.4140 1.3788 0.081
H -3.9213 -0.1102 -0.2722 0.041
H 2.5722 0.8145 0.6571 0.035
H 1.3456 -0.9522 -1.1785 0.137
H -2.1023 1.5771 -0.0729 0.159
H -0.7723 -0.7340 -1.2422 0.168
```

Calculated values
HOMO level	-9.22	eV
LUMO energy	0.97	eV
SMILES	C[C@H]1N2[C@@H](CO)N12


5.
This record from the OMol25 dataset describes a molecular structure, C11H24N4NaNbO3 in a non-equilibrium geometry. The level of theory is ωB97M-V/def2-TZVPD.

```
44
Properties=species:S:1:pos:R:3:lowdin_charge:R:1
Nb -0.7306 0.5669 0.0159 1.776
Na 0.3569 -2.1766 -1.6648 0.656
O -4.1774 2.2794 -0.9869 0.278
O -1.6387 -2.0683 -3.4190 0.130
O -2.0299 1.7683 0.0621 -0.515
N -3.4418 1.4084 -1.1428 0.261
N 1.0846 0.8508 -0.8650 -0.252
N -1.5148 -0.7276 -1.4140 -0.090
N -0.4080 -0.5945 1.5970 -0.266
C -1.5852 -2.7188 1.3815 -0.049
C 2.3371 0.5510 -0.1421 -0.123
C -1.7445 -1.3037 -2.4588 -0.391
C 1.7931 0.5495 -3.1755 -0.021
C 1.2860 1.5577 -2.1430 -0.661
C -0.0495 2.1336 -2.6110 -0.062
C -0.9992 -1.6979 2.3548 -0.660
C 0.0475 -2.3968 3.2355 -0.029
C 2.2941 2.7103 -2.0008 -0.028
C -2.1196 -1.1531 3.2547 -0.026
C 0.4298 0.3328 2.3879 -0.139
H 1.9860 3.4043 -1.2028 0.103
H -0.3930 -3.2817 3.7098 0.107
H 1.0289 -0.2051 -3.4243 0.076
H 2.3469 3.2850 -2.9342 0.106
H 1.3703 -0.1495 2.6847 0.102
H -0.0618 0.6887 3.3038 0.104
H -1.7475 -0.3697 3.9378 0.089
H -0.7849 -3.2181 0.8016 0.079
H -0.8182 1.3483 -2.6934 0.048
H 3.0838 0.0670 -0.7937 0.097
H 2.0405 1.0737 -4.1079 0.114
H -0.3952 2.9255 -1.9249 0.090
H -2.9212 -0.7189 2.6492 0.086
H 0.0818 2.5803 -3.6084 0.115
H -2.5492 -1.9615 3.8573 0.106
H 0.8993 -2.7351 2.6280 0.095
H 0.6821 1.2306 1.7810 0.070
H 0.4216 -1.7426 4.0410 0.097
H 2.7714 1.4481 0.3366 0.109
H -2.2956 -2.2620 0.6763 0.069
H -2.1120 -3.4946 1.9495 0.108
H 2.6937 0.0178 -2.8197 0.089
H 2.1663 -0.1627 0.6702 0.054
H 3.3161 2.3606 -1.7834 0.096
```

Calculated values
charge	+2
HOMO level	-15.99	eV
LUMO energy	-9.33	eV


6.
This record from the OMol25 dataset describes 2 unconnected molecules or ions with the total composition C3H6N4O in a non-equilibrium geometry. The level of theory is ωB97M-V/def2-TZVPD.

```
14
Properties=species:S:1:pos:R:3:lowdin_charge:R:1
O 0.8955 1.7860 0.8756 0.073
N 1.6475 -1.1388 0.3696 -0.024
N 1.5303 -0.6108 -0.8800 0.014
N 0.4648 -1.3042 0.9436 0.106
N 0.3115 -0.4585 -1.1019 -0.003
C 0.6849 2.0429 -0.2760 -0.263
C -1.8900 -0.6429 0.2166 0.006
C -0.3761 -0.8560 0.0173 -0.378
H -0.0676 1.5254 -0.7978 0.044
H 2.3919 -1.3031 1.0207 0.149
H -2.2262 -0.2371 -0.7462 0.089
H -2.3200 -1.5459 0.2557 0.026
H -2.1845 -0.0880 1.0281 0.052
H 1.1378 2.8309 -0.9254 0.109
```

Calculated values
HOMO level (alpha / beta)	-6.29 / -10.46	eV
2S+1	3
LUMO energy (alpha / beta)	1.13 / -2.18	eV
<S²>	2.006


Listing total energy for the structures above in their given order: -309.673618; -4123.043129; -1104.470378; -341.811436; -1096.964448; -411.951301 Eh.
Listing energy relative to the best compared isomer or geometry (same formula, charge and spin) for the structures above in their given order: 105.9; 9.5; 106.9; 120.6; 0.0; 19.5 kcal per mole.